No. 1
{"formula": "C32H35CoNOPTe", "method": "ωB97M-V/def2-TZVPD", "symbols": ["Co", "C", "C", "C", "C", "C", "C", "C", "P", "C", "C", "C", "C", "C", "C", "C", "C", "C", "C", "C", "C", "C", "C", "H", "H", "H", "H", "H", "H", "H", "H", "H", "H", "H", "H", "H", "H", "H", "H", "H", "H", "H", "H", "C", "N", "C", "C", "O", "H", "H", "H", "H", "H", "H", "H", "C", "Te", "C", "C", "C", "C", "C", "C", "C", "H", "H", "H", "H", "H", "H", "H", "H"], "xyz": [[0.018292, 0.063436, 0.432386], [1.354190, 2.898032, -2.712283], [1.764242, 3.337156, -1.341194], [2.965586, 4.030829, -1.209376], [3.422599, 4.491455, 0.011308], [2.665946, 4.261860, 1.152253], [1.469485, 3.583611, 1.047867], [1.001203, 3.122468, -0.186758], [-0.576439, 2.197619, -0.027388], [-1.615925, 3.485330, 0.753024], [-1.472067, 4.775596, 0.241417], [-2.236749, 5.816592, 0.720539], [-3.149740, 5.582539, 1.733886], [-3.292124, 4.310002, 2.252453], [-2.536056, 3.239184, 1.773567], [-2.732175, 1.881993, 2.377831], [-1.368563, 1.918845, -1.640271], [-2.257818, 2.803840, -2.236688], [-2.970425, 2.419254, -3.359026], [-2.861379, 1.117085, -3.835047], [-1.984315, 0.229350, -3.254575], [-1.158957, 0.624073, -2.190161], [-0.132298, -0.247225, -1.681868], [2.167350, 3.079762, -3.408830], [0.486150, 3.460238, -3.049311], [1.102750, 1.843583, -2.755672], [3.548357, 4.207820, -2.102438], [4.356080, 5.032909, 0.070308], [3.009251, 4.611675, 2.112730], [0.867800, 3.408460, 1.932906], [-0.743129, 4.961860, -0.531777], [-2.112250, 6.805921, 0.315159], [-3.741493, 6.397436, 2.122631], [-3.999035, 4.141212, 3.052955], [-2.725017, 1.946823, 3.463423], [-1.940166, 1.200890, 2.054755], [-3.695705, 1.466963, 2.081724], [-2.403493, 3.797528, -1.836600], [-3.631971, 3.117800, -3.845517], [-3.462343, 0.801058, -4.671503], [-1.891008, -0.779224, -3.631759], [0.878671, 0.174299, -1.647322], [-0.133634, -1.231348, -2.139833], [3.829325, 0.515529, -0.372335], [3.998548, 0.107511, 1.005533], [5.320405, -0.157506, 1.539058], [2.933427, -0.127026, 1.754481], [1.760351, -0.052562, 1.386271], [4.765360, 0.904886, -0.755636], [3.072154, 1.298595, -0.426471], [3.514228, -0.328186, -0.989810], [6.073451, 0.121648, 0.809575], [5.432093, -1.219646, 1.762932], [5.484589, 0.416073, 2.452170], [3.176644, -0.412953, 2.788953], [-2.140944, -2.127817, 2.935228], [-1.308952, -2.107469, 0.934842], [-3.346174, -1.617206, 0.367463], [-4.213760, -1.965435, 1.542132], [-5.593400, -2.064886, 1.398248], [-6.381221, -2.442798, 2.472533], [-5.797885, -2.698809, 3.702480], [-4.430191, -2.566831, 3.859538], [-3.630870, -2.209754, 2.781745], [-1.833195, -1.231623, 3.473448], [-1.752434, -2.992823, 3.469840], [-3.597156, -2.205710, -0.514512], [-3.427284, -0.561715, 0.098922], [-6.049275, -1.872377, 0.437651], [-7.447362, -2.556935, 2.342020], [-6.401052, -3.017787, 4.539326], [-3.970277, -2.762877, 4.815893]], "forces_ev_per_angstrom": [[0.0, -0.9, -0.7], [0.0, 0.1, -0.1], [-0.1, 0.0, 0.2], [0.1, 0.0, 0.0], [-0.1, 0.0, 0.0], [0.1, 0.0, 0.0], [0.0, -0.1, -0.1], [0.1, -0.2, 0.1], [-0.4, 1.3, -0.6], [0.1, -0.2, 0.0], [-0.1, 0.1, 0.1], [0.1, 0.0, -0.1], [-0.1, -0.1, 0.1], [0.0, 0.0, 0.0], [0.1, 0.1, -0.1], [0.1, -0.1, -0.1], [0.1, -0.6, 0.2], [-0.1, 0.0, -0.2], [0.0, 0.0, 0.0], [-0.1, 0.1, 0.0], [0.3, 0.1, 0.3], [-0.7, 0.9, -0.3], [0.7, -0.5, 1.6], [0.0, 0.0, -0.1], [-0.1, 0.0, -0.1], [0.0, -0.1, -0.1], [0.1, 0.0, -0.1], [0.0, 0.0, 0.0], [0.0, 0.1, 0.1], [0.0, 0.0, 0.1], [0.1, 0.1, -0.1], [0.0, 0.2, -0.1], [-0.1, 0.0, 0.1], [0.0, -0.1, 0.1], [0.0, -0.1, 0.1], [-0.2, -0.1, 0.2], [0.0, -0.1, 0.0], [0.0, 0.0, 0.1], [-0.1, 0.1, 0.0], [-0.1, 0.0, -0.2], [0.0, -0.1, -0.1], [0.1, 0.0, -0.6], [0.2, -0.1, 0.1], [-0.3, 0.1, -0.3], [-0.6, 0.0, 0.1], [0.3, -0.2, 0.4], [0.8, -0.1, 0.3], [-0.4, 0.1, -0.1], [0.1, 0.0, 0.0], [0.1, 0.0, 0.0], [0.0, 0.0, 0.0], [0.0, 0.0, 0.0], [0.1, 0.1, 0.0], [0.1, 0.0, -0.1], [-0.1, 0.0, -0.1], [0.3, -0.1, 0.0], [-0.9, -0.1, 0.6], [0.2, 0.2, -0.4], [0.1, -0.1, 0.1], [0.0, -0.1, 0.0], [0.0, 0.0, -0.1], [0.1, 0.0, 0.1], [0.0, 0.0, 0.0], [-0.1, 0.0, -0.2], [0.0, 0.0, -0.1], [0.0, 0.0, 0.0], [0.0, 0.0, 0.0], [0.2, 0.0, 0.0], [0.0, 0.0, -0.1], [-0.1, 0.0, 0.0], [-0.1, 0.0, 0.0], [0.0, -0.1, 0.1]], "lowdin_spin": [2.534, 0.001, 0.003, 0.000, 0.003, 0.000, 0.004, 0.008, 0.048, 0.014, 0.003, 0.001, 0.000, 0.000, 0.001, 0.006, 0.024, 0.002, 0.019, 0.001, 0.017, 0.017, 0.120, 0.000, 0.000, 0.000, 0.000, 0.000, 0.000, 0.000, 0.000, 0.000, 0.000, 0.000, 0.000, 0.006, 0.000, 0.000, 0.001, 0.000, 0.001, 0.012, 0.009, 0.000, 0.004, 0.000, 0.007, 0.047, 0.000, 0.000, 0.000, 0.000, 0.000, 0.000, 0.001, 0.017, 0.056, 0.007, 0.001, 0.000, 0.000, 0.000, 0.001, 0.002, 0.001, 0.001, 0.000, 0.001, 0.000, 0.000, 0.000, 0.000], "e_lumo_ev": [-2.2502, -2.8335], "energy_ha": -3362.30573, "charge": 1, "max_force_ev_per_a": 1.78, "homo_ha": [-0.3546, -0.3794], "multiplicity": 4}

No. 2
{"formula": "C49H36N9O3Y", "method": "ωB97M-V/def2-TZVPD", "symbols": ["Y", "C", "C", "C", "C", "N", "C", "N", "C", "N", "C", "N", "C", "C", "C", "C", "C", "N", "C", "C", "C", "C", "C", "C", "H", "H", "H", "H", "H", "H", "H", "H", "H", "H", "H", "H", "C", "C", "N", "C", "C", "C", "C", "C", "C", "C", "N", "C", "C", "C", "C", "C", "C", "C", "C", "N", "C", "H", "H", "H", "H", "H", "H", "H", "H", "H", "H", "H", "H", "O", "C", "O", "C", "C", "C", "C", "C", "C", "C", "C", "C", "N", "H", "H", "H", "H", "H", "H", "C", "C", "C", "O", "H", "H", "H", "H", "H", "H"], "xyz": [[12.206545, 8.100632, 14.525525], [15.954417, 6.006694, 13.249526], [15.898859, 4.891231, 14.200615], [15.248255, 5.022973, 15.384799], [14.632607, 6.338195, 15.643150], [14.440365, 7.174065, 14.619702], [15.091785, 7.030366, 13.458312], [14.494894, 6.662706, 16.926216], [13.861465, 7.758114, 17.381402], [13.322660, 8.753675, 16.602398], [13.204593, 9.895764, 17.475368], [13.028354, 11.154230, 17.167425], [13.459251, 11.590889, 15.958919], [12.677668, 12.626542, 15.216917], [12.739454, 12.600799, 13.862981], [13.911415, 11.843808, 13.140722], [14.779342, 11.058893, 14.126898], [14.480643, 10.927966, 15.355656], [13.442553, 9.501620, 18.827780], [13.221005, 10.142821, 20.039168], [13.492109, 9.480331, 21.217184], [13.913752, 8.151574, 21.235432], [14.035490, 7.434130, 20.004535], [13.791462, 8.120942, 18.841084], [16.555973, 5.968554, 12.359579], [16.310161, 3.919462, 13.840954], [15.121553, 4.226996, 16.128889], [14.952214, 7.735263, 12.645002], [12.109548, 13.301837, 15.846111], [12.003657, 13.049220, 13.222779], [14.987059, 13.709862, 13.205698], [15.761545, 10.552753, 13.825982], [12.590469, 11.059292, 20.001219], [13.314683, 10.000866, 22.153463], [13.987582, 7.637870, 22.223773], [14.244153, 6.387871, 19.955285], [8.209284, 7.071570, 12.282899], [9.407354, 7.079027, 13.056582], [10.480218, 7.898724, 12.792325], [10.392556, 8.822752, 11.746656], [9.255631, 8.735684, 10.862542], [8.258954, 7.802779, 11.100050], [9.164351, 9.524602, 9.701754], [10.113551, 10.525965, 9.563455], [11.130585, 10.712390, 10.537609], [11.306673, 9.901774, 11.613139], [12.327530, 9.992334, 12.590050], [13.460588, 10.706803, 12.293181], [14.814640, 12.891209, 12.444598], [14.327750, 13.520057, 11.187088], [14.095744, 12.776962, 10.071054], [14.505102, 11.326299, 9.991692], [15.130415, 10.920187, 8.828677], [15.689909, 9.648266, 8.746945], [15.500126, 8.868167, 9.900620], [14.801274, 9.221132, 10.951866], [14.233350, 10.438067, 11.048826], [7.359618, 6.399309, 12.480339], [9.407286, 6.498794, 13.988315], [7.502275, 7.625259, 10.312637], [8.451069, 9.290592, 8.880383], [10.171772, 11.250121, 8.763240], [11.770942, 11.565030, 10.392000], [15.792484, 12.401073, 12.173668], [14.159056, 14.643554, 11.055015], [13.459426, 13.145921, 9.193096], [15.240762, 11.594860, 8.024879], [16.212867, 9.247586, 7.876139], [15.951875, 7.895362, 9.843785], [11.838483, 4.606095, 16.775510], [11.657920, 5.358753, 15.846561], [11.410244, 6.621525, 15.883687], [11.839477, 4.703719, 14.488678], [11.559284, 3.339262, 14.299043], [12.086389, 2.746822, 13.163829], [12.670652, 3.511168, 12.140989], [13.223475, 2.944723, 10.949013], [13.760091, 3.857378, 10.007760], [13.599213, 5.211233, 10.107911], [13.062934, 5.759263, 11.258411], [12.650754, 4.967396, 12.317144], [12.246270, 5.470750, 13.516943], [10.943906, 2.774244, 15.024717], [12.300584, 1.671269, 13.153739], [13.301920, 1.944298, 10.759898], [14.208580, 3.394629, 9.137697], [13.970705, 5.833320, 9.264230], [12.982972, 6.856558, 11.265645], [9.271878, 9.006374, 16.954070], [9.941666, 9.998704, 16.015142], [9.462541, 11.399826, 16.261896], [10.736441, 9.650366, 15.100586], [8.574755, 9.544085, 17.563086], [10.010222, 8.470030, 17.585517], [8.643410, 8.236046, 16.382637], [8.354287, 11.447399, 16.256871], [9.869766, 12.140879, 15.574995], [9.788107, 11.633236, 17.247440]], "forces_ev_per_angstrom": [[1.7, 0.2, -0.9], [-0.2, -1.8, 1.2], [0.4, 0.2, -1.8], [-0.8, 1.2, 0.0], [2.0, -1.4, -0.4], [-1.2, 1.0, 0.0], [0.8, -0.5, -0.4], [-2.2, 0.9, 2.3], [0.6, -0.7, -1.2], [0.3, 1.1, 1.6], [0.1, -0.9, -1.2], [0.1, 0.5, -1.0], [-1.3, 0.3, -0.6], [1.2, -0.9, 0.0], [1.3, -1.0, 0.8], [-0.3, 0.3, 1.0], [0.8, 0.5, -0.2], [0.3, -0.7, 0.8], [-0.5, -2.0, 1.7], [-1.2, 0.9, -1.1], [0.1, -0.2, 0.6], [-0.2, -0.9, -0.4], [-0.2, 0.9, 1.1], [0.6, 1.4, -1.4], [0.0, -0.2, -0.2], [-0.1, 0.8, 0.7], [0.2, 0.5, -0.3], [-0.3, 0.4, 0.3], [-0.6, -0.2, -0.4], [0.0, 0.6, -0.2], [0.2, -1.0, -0.7], [-1.5, 0.8, -0.2], [1.1, -0.3, 0.3], [0.0, -0.2, 0.0], [0.2, 0.4, -1.1], [0.2, -0.5, 0.2], [1.2, -0.1, -0.8], [0.1, 1.6, -0.4], [-2.0, -0.2, -0.2], [-2.2, -1.4, 0.8], [1.0, -0.2, -0.2], [-1.1, -1.3, 0.6], [0.8, 1.1, -1.3], [0.1, -0.4, 0.8], [-0.6, 0.8, -1.3], [2.2, -1.3, 2.0], [-0.8, -0.8, -0.2], [-0.5, 0.5, -1.9], [1.3, 0.8, 0.6], [-1.3, 0.7, -2.4], [-1.0, 0.1, 0.2], [-1.2, 1.8, 0.6], [0.7, -1.3, 0.3], [-0.7, 0.2, 0.9], [0.4, 0.2, -1.7], [-0.6, -0.6, 0.7], [1.1, -0.5, -0.5], [0.7, 0.4, 0.1], [0.6, 0.1, -0.5], [0.3, 0.4, 0.7], [0.4, 0.3, 1.0], [-0.5, -0.3, -0.4], [0.3, 0.1, 0.1], [-0.7, 0.4, 0.6], [0.0, -1.7, 0.7], [1.5, -0.1, 1.1], [0.0, 0.8, -0.8], [-0.2, 0.3, 0.3], [0.0, -0.6, 0.6], [-0.3, 0.0, 0.8], [0.1, -0.8, -0.1], [-0.4, 0.0, -0.2], [-1.1, 0.4, -0.7], [0.1, -1.1, -0.3], [0.4, -0.4, 1.2], [0.3, 1.1, -0.6], [0.6, 4.9, 0.4], [-0.8, -3.2, 0.5], [0.3, 1.4, 0.0], [0.3, 1.6, -1.2], [-0.5, -2.5, 0.3], [0.6, 1.3, -0.3], [1.0, 0.4, -0.2], [-0.9, 0.2, -0.3], [0.0, -2.5, -0.1], [0.1, 0.3, -0.2], [-0.5, -0.2, 0.9], [0.0, -0.5, 0.4], [0.1, -1.2, -1.0], [0.2, -1.1, -1.3], [0.0, 0.0, -1.4], [-2.3, 1.6, 2.7], [-0.3, 0.2, 0.6], [-0.3, 0.2, -0.5], [1.2, 1.0, 0.5], [0.6, -0.2, 0.0], [0.0, -0.2, -0.1], [0.3, 0.3, 1.0]], "lowdin_charge": [1.563, -0.067, -0.065, -0.006, -0.375, -0.007, -0.187, 0.159, -0.249, 0.041, -0.285, 0.166, -0.313, -0.019, 0.013, -0.360, -0.083, 0.114, -0.124, -0.034, -0.106, -0.066, -0.004, -0.082, 0.090, 0.112, 0.118, 0.073, 0.099, 0.109, 0.140, 0.154, 0.123, 0.099, 0.111, 0.106, -0.040, -0.103, 0.009, -0.130, -0.181, -0.027, -0.060, -0.059, -0.023, -0.234, 0.030, -0.220, -0.138, -0.090, -0.068, -0.174, -0.029, -0.041, -0.156, 0.114, -0.170, 0.109, 0.104, 0.127, 0.120, 0.100, 0.091, 0.142, 0.124, 0.131, 0.101, 0.104, 0.093, 0.089, -0.610, -0.173, -0.209, 0.021, -0.003, -0.133, 0.007, -0.085, -0.086, -0.029, -0.196, 0.130, 0.132, 0.126, 0.076, 0.101, 0.119, 0.106, 0.001, -0.363, -0.003, -0.102, 0.062, 0.105, 0.123, 0.110, 0.078, 0.088], "e_lumo_ev": [-0.3089, -0.5180], "energy_ha": -2645.73664, "max_force_ev_per_a": 4.90, "homo_ha": [-0.2097, -0.2170], "relative_energy_kj_mol": 277.4}